[1]
The following is a DFT calculation (ωB97M-V with the def2-TZVPD basis set) of a molecular structure, C16H24BrInN4O3S.

Calculated values
Largest force on an atom in eV Å⁻¹: 0.8
LUMO in hartree: -0.255
HOMO in eV: -15.458
Electronic energy in Eh: -4230.69675
Frontier orbital gap in eV: 8.53
Charge: +2

Geometry as XYZ:
```
50
C16H24BrInN4O3S | OMol25 | ωB97M-V with the def2-TZVPD basis set
In 0.031 -0.026 1.554
O -5.766 -0.948 4.042
C -4.580 -0.916 3.475
C -3.912 -2.032 2.951
C -2.665 -1.868 2.397
N -2.062 -0.675 2.329
C -2.716 0.379 2.813
Br -1.745 1.999 2.609
C -3.951 0.340 3.389
H -6.157 -1.830 4.091
H -4.360 -3.017 2.988
H -2.117 -2.706 1.987
H -4.445 1.222 3.770
S 1.388 -1.797 2.554
C 2.133 -1.898 1.042
N 2.618 -1.923 -0.005
C 4.088 3.743 0.091
N 3.420 2.460 0.328
C 4.202 1.265 0.010
C 2.198 2.386 0.801
C 1.467 3.640 1.156
O 1.651 1.243 0.932
H 4.996 3.558 -0.473
H 4.364 4.226 1.029
H 3.462 4.421 -0.487
H 5.187 1.360 0.462
H 4.319 1.170 -1.070
H 3.718 0.373 0.393
H 2.127 4.385 1.594
H 0.670 3.415 1.859
H 1.018 4.077 0.261
O -0.878 -0.245 -0.359
C -0.552 -0.135 -1.579
C 0.849 -0.084 -2.093
C 0.968 -1.308 -3.053
C 0.105 -2.545 -2.679
C -1.361 -2.579 -3.165
C -2.274 -1.530 -2.512
N -1.500 -0.273 -2.504
H 1.534 -0.182 -1.256
H 1.067 0.846 -2.622
H 2.013 -1.615 -3.047
H 0.736 -1.001 -4.075
H 0.144 -2.700 -1.597
H 0.596 -3.410 -3.124
H -1.772 -3.568 -2.957
H -1.374 -2.452 -4.251
H -2.515 -1.797 -1.486
H -3.193 -1.386 -3.074
H -1.175 -0.062 -3.439
```

---

[2]
The following is a DFT calculation (ωB97M-V with the def2-TZVPD basis set) of C34H50F3NS in the gas phase.

Calculated values
Largest force on an atom in eV Å⁻¹: 0.6
LUMO in hartree: 0.019
ΔE to the lowest compared entry with this formula, charge and spin in kcal per mole: 0.00
HOMO in eV: -7.892
Electronic energy in Eh: -2078.13795
Frontier orbital gap in eV: 8.42
SMILES: CCCCCCCCCCCCCCCCCCc1ccc2c(c1C)N(CCC(F)(F)F)c1ccccc1S2

Geometry as XYZ:
```
89
C34H50F3NS | OMol25 | ωB97M-V with the def2-TZVPD basis set
C 4.196 -5.242 3.041
C 3.718 -4.912 1.626
C 4.821 -5.086 0.584
C 4.347 -4.931 -0.859
C 4.047 -3.489 -1.269
C 5.290 -2.591 -1.378
C 5.427 -1.580 -0.236
C 6.538 -0.558 -0.468
C 6.529 0.620 0.519
C 5.840 1.869 -0.022
C 4.344 1.705 -0.282
C 3.599 3.026 -0.405
C 2.114 2.857 -0.780
C 1.155 3.740 0.020
C 0.714 3.128 1.361
C -0.777 3.300 1.652
C -1.234 2.488 2.857
C -2.758 2.452 3.104
C -3.586 2.403 1.846
C -4.107 3.596 1.349
C -4.799 3.643 0.156
C -5.028 2.464 -0.543
C -4.551 1.256 -0.048
C -3.792 1.222 1.128
C -3.175 -0.085 1.547
N -4.784 0.023 -0.732
C -5.886 -0.774 -0.184
C -7.286 -0.236 -0.492
C -8.357 -1.169 0.007
F -8.501 -2.256 -0.802
F -9.573 -0.565 0.065
F -8.090 -1.639 1.254
C -4.767 0.075 -2.157
C -4.260 -1.015 -2.845
C -4.272 -1.051 -4.228
C -4.766 0.033 -4.940
C -5.239 1.139 -4.267
C -5.255 1.162 -2.879
S -5.928 2.561 -2.057
H 3.364 -5.478 3.703
H 4.876 -6.095 3.040
H 4.723 -4.392 3.475
H 3.397 -3.867 1.619
H 2.858 -5.525 1.353
H 5.608 -4.354 0.794
H 5.270 -6.073 0.714
H 3.438 -5.525 -0.984
H 5.100 -5.339 -1.536
H 3.354 -3.049 -0.547
H 3.521 -3.511 -2.225
H 5.259 -2.024 -2.310
H 6.182 -3.224 -1.397
H 4.471 -1.064 -0.120
H 5.633 -2.112 0.697
H 6.447 -0.174 -1.488
H 7.496 -1.077 -0.403
H 6.036 0.305 1.444
H 7.556 0.876 0.781
H 6.001 2.705 0.663
H 6.330 2.134 -0.964
H 3.899 1.128 0.535
H 4.200 1.126 -1.199
H 3.678 3.565 0.543
H 4.096 3.645 -1.157
H 1.985 3.047 -1.845
H 1.846 1.810 -0.618
H 1.641 4.701 0.207
H 0.272 3.967 -0.582
H 0.904 2.052 1.326
H 1.295 3.559 2.177
H -1.331 3.005 0.759
H -0.988 4.356 1.844
H -0.853 1.467 2.779
H -0.764 2.915 3.748
H -2.976 1.580 3.723
H -3.061 3.317 3.694
H -3.932 4.509 1.904
H -5.161 4.585 -0.232
H -2.566 -0.484 0.737
H -2.547 0.027 2.427
H -3.926 -0.839 1.783
H -5.762 -0.812 0.897
H -5.793 -1.791 -0.566
H -7.432 -0.136 -1.567
H -7.436 0.732 -0.015
H -3.861 -1.843 -2.276
H -3.880 -1.922 -4.735
H -4.770 0.027 -6.020
H -5.605 1.991 -4.825
```

---

[3]
The following is a DFT calculation (ωB97M-V with the def2-TZVPD basis set) of C6H13N3O2S2 in the gas phase in a non-equilibrium geometry.

Calculated values
Largest force on an atom in eV Å⁻¹: 4.0
LUMO in hartree: 0.020
ΔE to the lowest compared entry with this formula, charge and spin in kcal per mole: 28.52
HOMO in eV: -8.805
Electronic energy in Eh: -1347.47142
Frontier orbital gap in eV: 9.36

Geometry as XYZ:
```
26
C6H13N3O2S2 | OMol25 | ωB97M-V with the def2-TZVPD basis set
C -0.140 -0.699 -1.557
C 0.232 -2.196 -1.388
C 2.019 -0.484 -0.703
C -0.878 -0.422 -2.837
C 0.070 2.065 1.963
C -2.146 1.091 2.157
N 1.179 0.049 -1.496
N 3.188 -0.017 -0.242
N -0.790 0.958 1.816
O -0.720 -1.512 1.603
O -0.921 -0.179 -0.443
S 1.647 -2.199 -0.218
S -0.131 -0.308 1.051
H -0.596 -2.678 -0.876
H 0.419 -2.736 -2.305
H -0.913 0.668 -3.061
H -1.738 -0.977 -2.568
H -0.361 -0.965 -3.666
H -0.474 2.976 1.774
H 0.432 2.180 3.029
H 0.987 1.900 1.151
H -2.306 1.634 3.068
H -2.756 1.520 1.417
H -2.567 0.015 2.351
H 3.762 -0.665 0.403
H 3.503 0.979 -0.423
```

---

[4]
The following is a DFT calculation (ωB97M-V with the def2-TZVPD basis set) of a molecular structure, C45H49Cl2FeN2O3PS5Si.

Calculated values
Largest force on an atom in eV Å⁻¹: 0.6
LUMO (alpha / beta) in hartree: 0.081 / 0.071
ΔE to the lowest compared entry with this formula, charge and spin in kcal per mole: 12.13
2S+1: 6
HOMO (alpha / beta) in eV: -4.377 / -5.137
Electronic energy in Eh: -6885.45992
Expectation value of S²: 8.766
Frontier orbital gap (alpha / beta) in eV: 6.59 / 7.08
Charge: -1

Geometry as XYZ:
```
109
C45H49Cl2FeN2O3PS5Si | OMol25 | ωB97M-V with the def2-TZVPD basis set
Fe -0.953 -0.008 -0.425
Cl -6.897 -3.306 -3.472
C -5.524 -2.746 -2.538
C -5.017 -3.566 -1.508
C -3.959 -3.152 -0.761
Cl -3.313 -4.176 0.477
C -3.330 -1.864 -0.949
O -2.386 -1.501 -0.209
C -3.862 -1.085 -2.023
C -3.296 0.178 -2.382
O -2.425 0.813 -1.795
C -4.949 -1.544 -2.801
H -5.465 -4.533 -1.318
H -3.724 0.629 -3.292
H -5.322 -0.923 -3.608
C -0.926 3.664 -1.167
Si 0.077 2.680 0.101
C -0.138 3.563 1.829
C 0.395 2.699 2.980
C 0.577 4.917 1.862
C -1.621 3.828 2.109
C 1.886 2.729 -0.571
C 2.441 4.150 -0.779
C 2.842 1.954 0.342
C 1.842 2.078 -1.960
H -0.430 4.604 -1.435
H -1.922 3.904 -0.788
H -1.055 3.068 -2.076
H 1.470 2.520 2.891
H -0.095 1.725 3.016
H 0.218 3.208 3.940
H 1.659 4.805 1.863
H 0.304 5.440 2.791
H 0.296 5.561 1.021
H -2.173 2.897 2.201
H -2.087 4.440 1.329
H -1.717 4.373 3.059
H 2.659 4.666 0.152
H 1.761 4.777 -1.366
H 3.384 4.077 -1.340
H 2.999 2.475 1.293
H 3.822 1.842 -0.143
H 2.468 0.952 0.570
H 1.284 2.698 -2.672
H 1.374 1.095 -1.943
H 2.865 1.961 -2.346
O 0.118 -0.673 -1.856
C 0.650 -1.206 -3.021
C -0.088 -2.491 -3.408
C -0.151 -3.116 -4.619
C -0.871 -4.345 -4.562
C -1.327 -4.614 -3.306
S -0.892 -3.390 -2.196
C 2.120 -1.576 -2.809
C 3.071 -1.951 -3.715
C 4.324 -2.250 -3.106
C 4.283 -2.101 -1.751
S 2.739 -1.604 -1.216
C 0.558 -0.201 -4.180
C 1.524 0.580 -4.739
C 1.023 1.476 -5.734
C -0.318 1.350 -5.916
S -0.971 0.152 -4.886
H 0.290 -2.707 -5.521
H -1.041 -4.989 -5.416
H -1.910 -5.462 -2.974
H 2.883 -2.030 -4.779
H 5.205 -2.561 -3.654
H 5.077 -2.257 -1.034
H 2.562 0.531 -4.438
H 1.641 2.177 -6.280
H -0.956 1.895 -6.599
C -4.333 2.521 -0.118
C -3.963 1.610 1.003
N -2.939 0.787 1.067
C -3.020 0.158 2.299
C -4.096 0.619 2.985
N -4.692 1.540 2.148
H -3.545 2.503 -0.862
H -4.462 3.545 0.241
H -5.265 2.202 -0.590
H -2.303 -0.598 2.579
H -4.489 0.384 3.961
H -5.517 2.076 2.345
S 0.904 -3.986 1.367
P 1.141 -2.286 2.298
S 0.195 -0.585 1.715
C 0.690 -2.468 4.071
C -0.209 -1.631 4.722
C -0.519 -1.841 6.064
C 0.073 -2.882 6.761
C 0.976 -3.720 6.115
C 1.279 -3.517 4.777
C 2.912 -1.837 2.469
C 3.270 -0.644 3.101
C 4.606 -0.307 3.252
C 5.597 -1.161 2.778
C 5.245 -2.352 2.159
C 3.902 -2.689 2.002
H -0.659 -0.812 4.174
H -1.226 -1.187 6.561
H -0.166 -3.043 7.806
H 1.438 -4.540 6.653
H 1.964 -4.182 4.263
H 2.491 0.023 3.457
H 4.877 0.625 3.736
H 6.642 -0.894 2.888
H 6.015 -3.020 1.791
H 3.607 -3.612 1.516
```

---

[5]
The following is a DFT calculation (ωB97M-V with the def2-TZVPD basis set) of C3H5N in the gas phase in a non-equilibrium geometry.

Calculated values
Largest force on an atom in eV Å⁻¹: 5.9
LUMO in hartree: 0.042
ΔE to the lowest compared entry with this formula, charge and spin in kcal per mole: 54.27
HOMO in eV: -9.537
Electronic energy in Eh: -171.96859
Frontier orbital gap in eV: 10.69
SMILES: C1=NCC1

Geometry as XYZ:
```
9
C3H5N | OMol25 | ωB97M-V with the def2-TZVPD basis set
C 0.950 0.740 -0.080
N 1.397 -0.452 0.032
C -0.182 -0.995 -0.034
C -0.535 0.482 0.054
H 1.585 1.555 -0.067
H -0.379 -1.452 0.836
H -0.578 -1.459 -0.838
H -1.171 0.765 0.953
H -1.087 0.815 -0.856
```

---

[6]
The following is a DFT calculation (ωB97M-V with the def2-TZVPD basis set) of 2 unconnected molecules or ions with the total composition C2H2Cl6.

Calculated values
Largest force on an atom in eV Å⁻¹: 0.3
LUMO in hartree: 0.019
ΔE to the lowest compared entry with this formula, charge and spin in kcal per mole: 0.03
HOMO in eV: -11.018
Electronic energy in Eh: -2838.54825
Frontier orbital gap in eV: 11.53
SMILES: ClC(Cl)Cl.ClC(Cl)Cl

Geometry as XYZ:
```
10
C2H2Cl6 | OMol25 | ωB97M-V with the def2-TZVPD basis set
Cl 2.010 -1.842 -0.416
C 1.081 -0.847 -1.520
Cl 0.651 -1.738 -2.968
Cl 1.973 0.624 -1.916
H 0.168 -0.552 -1.018
Cl -0.831 1.892 0.215
C -1.242 0.935 1.635
Cl 0.224 0.455 2.500
Cl -2.197 -0.478 1.192
H -1.836 1.551 2.297
```